Model A:
Below is 2 unconnected molecules or ions with the total composition CH6NPS, with properties calculated with ωB97M-V with the def2-TZVPD basis set.

Atoms and positions in Å:
C -1.096 -1.017 0.230
N -0.703 1.616 0.355
P -0.096 0.391 -0.326
S 2.787 -0.375 0.618
H -2.036 -0.615 0.186
H -1.053 -1.985 -0.225
H -0.848 -0.988 1.291
H -0.386 2.515 0.217
H 0.256 0.416 -1.691
H 3.176 0.040 -0.656

Values from the calculation:
HOMO level (alpha / beta) = -8.334 / -8.332 eV
frontier orbital gap (alpha / beta) = 7.07 / 7.07 eV

Results of the Mulliken charge analysis, in e, for atoms 1 through 8: C -0.80; N -0.55; P 0.36; S -0.46; H 0.35; H 0.33; H 0.26; H 0.25



Model B:
Below is a single CH6NPS molecule, with properties calculated with ωB97M-V with the def2-TZVPD basis set.

Atoms and positions in Å:
C 0.701 0.885 0.166
P -0.361 -0.479 -0.475
N 0.190 -1.725 0.263
S -2.231 0.151 0.060
H 0.733 0.622 1.173
H 1.693 0.866 -0.213
H 0.267 1.790 -0.049
H -0.490 -0.467 -1.821
H -0.518 -2.380 0.569
H -1.874 0.562 1.309

Values from the calculation:
HOMO level = -8.903 eV
SMILES = C[P@@H](=N)S
frontier orbital gap = 9.70 eV

Results of the Mulliken charge analysis, in e, for atoms 1 through 8: C -1.07; P 0.46; N -0.66; S -0.31; H 0.33; H 0.37; H 0.38; H 0.09



Model C:
Below is 2 unconnected molecules or ions with the total composition CH6NPS, with properties calculated with ωB97M-V with the def2-TZVPD basis set.

Atoms and positions in Å:
C -1.214 -0.888 -0.858
N 1.895 -0.514 0.640
P 0.567 0.271 0.619
S 0.723 2.312 0.193
H -1.323 -1.782 -0.229
H -1.984 -0.292 -0.862
H -0.541 -1.070 -1.775
H 2.518 -0.316 -0.106
H -0.141 -0.094 1.825
H -0.501 2.374 0.552

Values from the calculation:
HOMO level = -8.098 eV
frontier orbital gap = 8.03 eV

Results of the Mulliken charge analysis, in e, for atoms 1 through 8: C -1.00; N -0.59; P 0.35; S -0.21; H 0.29; H 0.40; H 0.26; H 0.23



Model D:
Below is a single CH6NPS molecule, with properties calculated with ωB97M-V with the def2-TZVPD basis set.

Atoms and positions in Å:
N -0.932 -1.031 1.530
S -0.186 -1.480 -0.016
C 0.824 0.060 -0.058
P -0.033 1.500 -1.105
H -1.391 -1.929 1.819
H -1.550 -0.236 1.400
H 0.667 0.149 1.018
H 1.838 -0.182 -0.236
H 0.915 2.252 -1.932
H -0.151 0.897 -2.422

Values from the calculation:
HOMO level = -8.402 eV
SMILES = NSCP
frontier orbital gap = 9.11 eV

Results of the Mulliken charge analysis, in e, for atoms 1 through 8: N -0.60; S -0.01; C -0.66; P -0.12; H 0.27; H 0.25; H 0.35; H 0.40



Order from most stable to least stable according to the calculation: model B, model D, model A, model C



Model A:
Below is a single CH6NPS molecule, with properties calculated with ωB97M-V with the def2-TZVPD basis set.

Atoms and positions in Å:
C 0.798 -0.752 0.960
P -0.338 0.707 0.841
N 0.380 1.195 -0.663
S -2.262 -0.350 -0.242
H 0.726 -1.396 -0.043
H 0.659 -1.288 1.909
H 1.771 -0.363 1.054
H -0.062 2.083 -0.905
H 0.201 0.518 -1.386
H -1.873 -0.354 -1.524

Values from the calculation:
HOMO level = -8.971 eV
SMILES = CP(N)S
frontier orbital gap = 9.24 eV

Results of the Mulliken charge analysis, in e, for atoms 1 through 8: C -0.85; P 0.28; N -0.61; S -0.35; H 0.24; H 0.33; H 0.36; H 0.29



Model B:
Below is 2 unconnected molecules or ions with the total composition CH6NPS, with properties calculated with ωB97M-V with the def2-TZVPD basis set.

Atoms and positions in Å:
C 1.707 -0.800 -0.244
N -1.742 0.768 1.527
P -0.431 1.098 0.564
S 0.328 -0.782 0.967
H 1.982 0.191 -0.268
H 1.305 -1.135 -1.076
H 2.584 -1.391 0.050
H -1.933 -0.206 1.800
H -1.963 1.354 2.331
H -1.365 0.812 -1.690

Values from the calculation:
HOMO level (alpha / beta) = -7.387 / -8.386 eV
frontier orbital gap (alpha / beta) = 7.27 / 8.21 eV

Results of the Mulliken charge analysis, in e, for atoms 1 through 8: C -0.84; N -0.43; P 0.08; S -0.14; H 0.28; H 0.33; H 0.31; H 0.27



Order from most stable to least stable according to the calculation: model A, model B



Model A:
Below is a gas-phase ion, C4H7N2O (charge +1), with properties calculated with ωB97M-V with the def2-TZVPD basis set.

Atoms and positions in Å:
C 0.427 1.607 0.386
C 1.192 0.847 -0.384
N 1.713 -0.326 -0.134
C 1.045 -1.334 0.104
N -0.382 -1.271 0.135
C -1.000 -0.315 -0.475
O -2.213 0.057 -0.187
H 0.214 1.630 1.489
H -0.016 2.606 -0.076
H 1.538 1.106 -1.381
H 1.562 -2.359 0.240
H -0.809 -1.901 0.953
H -0.656 0.079 -1.334
H -2.615 -0.425 0.664

Values from the calculation:
charge = +1
HOMO level = -13.671 eV
SMILES = C=C/N=C\[NH+]=C\O
frontier orbital gap = 8.89 eV

Results of the Mulliken charge analysis, in e, for atoms 1 through 8: C -0.51; C -0.26; N -0.27; C -0.02; N -0.18; C -0.05; O -0.39; H 0.30



Model B:
Below is a molecular structure, C4H7N2O, with properties calculated with ωB97M-V with the def2-TZVPD basis set.

Atoms and positions in Å:
C -0.331 -2.064 -0.690
C 0.236 1.061 0.646
C -1.169 0.552 -1.307
C 1.239 0.368 1.459
N -0.190 0.273 -0.320
N 0.151 -1.062 -0.214
O 1.373 -0.918 1.078
H -0.466 -3.048 -0.477
H -0.004 2.027 0.723
H -1.848 -0.368 -1.271
H -0.620 0.309 -2.255
H -1.624 1.442 -1.246
H 1.078 0.413 2.489
H 2.176 1.016 1.386

Values from the calculation:
charge = +1
HOMO level = -14.049 eV
frontier orbital gap = 8.46 eV

Results of the Mulliken charge analysis, in e, for atoms 1 through 8: C -0.10; C -0.03; C -0.78; C -0.37; N 0.23; N -0.09; O -0.43; H 0.43



Model C:
Below is a gas-phase ion, C4H7N2O (charge +1), with properties calculated with ωB97M-V with the def2-TZVPD basis set.

Atoms and positions in Å:
C 0.429 -1.835 -1.537
N -0.435 -1.017 -0.649
C -0.008 0.034 0.049
C -0.602 1.030 0.774
C -0.896 1.989 1.709
N -0.456 2.944 2.513
O -1.961 1.446 1.309
H 1.371 -1.669 -1.149
H 0.111 -2.844 -1.244
H 0.112 -1.454 -2.522
H -1.429 -1.145 -0.506
H 0.992 0.284 0.029
H 0.495 3.078 2.784
H -1.222 3.297 3.081

Values from the calculation:
charge = +1
HOMO level = -12.893 eV
SMILES = C/[NH+]=C/C1=C(N)O1
frontier orbital gap = 9.03 eV

Results of the Mulliken charge analysis, in e, for atoms 1 through 8: C -0.71; N -0.22; C 0.36; C -0.42; C 0.69; N -0.35; O -0.36; H 0.29



Model D:
Below is 2 unconnected molecules or ions with the total composition C4H7N2O, with properties calculated with ωB97M-V with the def2-TZVPD basis set.

Atoms and positions in Å:
C 0.749 1.182 -0.341
C -0.265 1.139 0.559
C -1.986 -0.932 -0.022
C -0.743 -1.197 -0.305
N 2.842 -0.070 0.070
N 1.908 0.554 -0.122
O 3.833 -0.494 0.317
H 0.594 1.418 -1.386
H -0.026 0.821 1.582
H -1.311 1.683 0.513
H -2.621 -0.958 0.915
H -2.381 -0.399 -0.845
H -0.271 -1.843 0.354
H -0.322 -0.904 -1.289

Values from the calculation:
charge = +1
HOMO level = -13.672 eV
frontier orbital gap = 8.10 eV

Results of the Mulliken charge analysis, in e, for atoms 1 through 8: C -0.17; C -0.45; C -0.65; C -0.60; N 0.54; N 0.37; O -0.42; H 0.37



Order from most stable to least stable according to the calculation: model C, model A, model B, model D